1.
{
  "formula": "C19H31F9OP2Pt",
  "method": "the ωB97M-V functional and the def2-TZVPD basis",
  "e_lumo_ev": [-0.39, -0.51],
  "multiplicity": 3,
  "orbital_gap_ev": [6.488, 6.692],
  "elements": ["P", "P", "C", "C", "H", "H", "H", "H", "C", "H", "H", "H", "C", "H", "H", "H", "C", "H", "H", "H", "C", "H", "H", "H", "Pt", "C", "C", "C", "C", "C", "C", "C", "C", "C", "H", "H", "H", "H", "H", "H", "H", "H", "H", "H", "H", "H", "H", "H", "H", "F", "C", "F", "F", "C", "O", "C", "F", "F", "F", "C", "F", "F", "F"],
  "positions_angstrom": [[-0.052717, -1.925354, -2.512612], [-0.021023, 1.664427, -2.704139], [-0.585427, -0.762334, -3.851805], [0.338755, 0.446052, -4.015910], [-1.621976, -0.470172, -3.605012], [-0.620988, -1.313487, -4.801958], [1.406142, 0.191934, -3.960704], [0.180099, 0.984800, -4.960393], [-1.567139, 2.460832, -3.355080], [-1.941189, 3.223308, -2.657082], [-2.351761, 1.713497, -3.540427], [-1.332583, 2.973583, -4.295666], [1.227447, 2.977217, -2.839410], [0.931858, 3.637143, -3.662693], [2.225354, 2.560555, -3.033285], [1.244479, 3.548758, -1.899545], [-1.068198, -3.341652, -3.047900], [-1.075473, -4.124141, -2.278595], [-0.630954, -3.755286, -3.970973], [-2.090835, -3.017473, -3.274377], [1.623755, -2.454780, -3.015706], [2.294996, -1.615430, -3.226807], [1.561296, -3.056946, -3.939729], [2.066580, -3.091424, -2.241338], [0.703548, -2.011093, 1.962931], [0.540986, 2.705149, 0.309513], [-0.734113, 2.269273, 0.552423], [-1.674378, 1.475044, -0.278375], [-1.725269, -0.061273, -0.541766], [-0.572168, -1.065427, -0.886355], [0.767709, -0.829216, -0.139443], [1.442454, 0.433980, -0.546784], [1.695641, 1.719228, 0.264044], [0.328995, -3.738786, 2.841076], [0.752913, 3.718518, 0.688617], [-1.107116, 2.394313, 1.571173], [-1.743014, 1.989857, -1.255989], [-2.666896, 1.708520, 0.165829], [-2.136570, -0.444992, 0.406532], [-2.528600, -0.235624, -1.281708], [-0.963522, -2.007124, -0.458021], [1.475364, -1.637316, -0.438124], [0.804768, 0.773675, -1.409498], [2.399523, 0.156852, -1.026167], [2.042293, 1.396357, 1.247186], [2.542433, 2.227726, -0.216864], [1.114686, -3.885613, 3.611411], [0.418599, -4.574241, 2.112666], [-0.660877, -3.840745, 3.341875], [2.262019, -0.568099, 4.342118], [1.424714, 0.345651, 4.883167], [1.579651, 0.306662, 6.234733], [1.835486, 1.575615, 4.469750], [-0.056918, 0.054167, 4.401959], [-0.124570, -0.347217, 3.132766], [-0.753913, -0.951057, 5.435093], [-0.935451, -0.460980, 6.698312], [-1.967519, -1.316737, 4.971477], [0.021306, -2.057873, 5.552714], [-0.816975, 1.508353, 4.891620], [-0.361147, 2.002896, 6.091771], [-0.609722, 2.477221, 3.970574], [-2.154878, 1.340730, 5.018883]],
  "atomic_forces_ev_per_a": [[-1.8, 1.9, -2.3], [-1.7, 0.9, -0.4], [0.5, -0.2, -0.4], [0.1, 0.9, -0.4], [0.4, -0.1, 0.0], [-0.1, 0.0, 0.2], [-0.3, -0.1, -0.1], [0.1, -0.5, -0.2], [0.5, 0.4, -0.9], [0.1, -0.3, -0.2], [0.2, 0.2, 0.2], [-0.3, 0.0, -0.1], [0.1, 0.3, -0.5], [0.4, 0.1, 0.1], [-0.2, 0.1, 0.1], [0.0, -0.2, -0.4], [0.0, -0.4, 0.5], [-0.1, 0.1, -0.2], [-0.1, 0.2, 0.4], [0.2, 0.0, 0.3], [0.4, -0.1, 0.5], [-0.2, -0.1, 0.4], [-0.4, 0.3, 0.4], [0.0, 0.2, -0.1], [0.2, 2.6, -0.7], [-0.7, -0.8, 1.8], [0.8, -0.3, 0.5], [-0.8, -0.5, -1.1], [-0.7, -0.3, -0.3], [1.3, -1.6, 1.9], [-0.1, -2.2, 1.1], [1.1, 0.7, -1.1], [0.3, -0.2, -2.2], [-0.6, -1.8, 0.3], [0.4, -0.8, 0.8], [-0.6, 1.8, -0.5], [0.1, -0.4, 1.1], [0.4, -0.5, -0.1], [0.4, -0.4, -0.3], [0.1, 0.2, 0.2], [0.1, 0.3, 0.1], [-0.5, 0.2, 0.1], [1.1, -0.5, 1.3], [0.0, 0.1, 0.4], [-0.5, 0.6, 0.4], [0.2, -0.2, 0.1], [-0.2, 0.2, -0.3], [0.0, 0.3, 0.4], [0.6, 0.3, -0.4], [-0.2, 0.6, 0.4], [0.1, -0.3, 0.0], [0.1, -0.1, -1.0], [-0.1, -0.9, 0.2], [-0.3, 1.0, 1.9], [-0.5, 1.1, 0.7], [0.4, -0.2, -0.1], [0.1, -0.5, -1.1], [0.8, 0.0, 0.3], [-0.6, 0.3, 0.0], [0.3, -0.3, -0.7], [-0.5, -0.6, -1.4], [-0.3, -0.5, 0.4], [0.7, 0.2, -0.2]]
}


2.
{
  "formula": "C24H27N4OReSSi",
  "method": "the ωB97M-V functional and the def2-TZVPD basis",
  "total_charge": 3,
  "e_lumo_ev": [-11.05, -10.84],
  "multiplicity": 4,
  "orbital_gap_ev": [6.287, 6.514],
  "elements": ["Re", "C", "N", "C", "C", "N", "C", "S", "C", "C", "C", "C", "C", "N", "H", "H", "H", "H", "H", "H", "H", "H", "H", "C", "Si", "C", "C", "N", "C", "C", "C", "C", "C", "C", "O", "C", "C", "C", "C", "C", "C", "H", "H", "H", "H", "H", "H", "H", "H", "H", "H", "H", "H", "H", "H", "H", "H", "H", "H"],
  "positions_angstrom": [[-0.131416, -0.084911, 0.099360], [0.773562, -4.890686, 1.942822], [0.151780, -4.534750, 0.654961], [-0.061517, -5.415327, -0.386480], [-0.633676, -4.726154, -1.388412], [-0.776350, -3.404410, -0.953924], [-0.273130, -3.321600, 0.305400], [-0.135487, -1.992612, 1.415751], [-1.407392, -2.407615, -1.748239], [-2.336954, -2.795878, -2.697028], [-2.871317, -1.842814, -3.548028], [-2.467370, -0.518420, -3.430986], [-1.573256, -0.203171, -2.438004], [-1.049420, -1.123659, -1.587444], [0.918061, -5.966499, 1.952697], [0.110696, -4.608618, 2.757455], [1.733789, -4.387562, 2.034945], [0.219135, -6.452749, -0.323329], [-0.912264, -5.047013, -2.374986], [-2.658304, -3.824399, -2.765022], [-3.597712, -2.135701, -4.294882], [-2.844330, 0.253793, -4.085717], [-1.242788, 0.821525, -2.298870], [-3.053708, -0.269863, 1.769552], [-2.257208, 1.356500, 2.198664], [-1.763632, 1.419843, 3.973353], [-3.299651, 2.713182, 1.502957], [-0.624013, 1.412043, 1.187729], [0.004701, 2.628956, 0.966045], [-0.279828, 3.782296, 1.714120], [0.382577, 4.959105, 1.451718], [1.299360, 5.012189, 0.407713], [1.595311, 3.888662, -0.362722], [0.966111, 2.704883, -0.060183], [1.116481, 1.458719, -0.722560], [2.252894, 0.991443, -1.520169], [3.207574, 1.801408, -2.095643], [4.230266, 1.196571, -2.824193], [4.303109, -0.175953, -2.972195], [3.337071, -0.974413, -2.379431], [2.311940, -0.386758, -1.655949], [-4.095446, -0.164239, 2.088405], [-2.637034, -1.120502, 2.305496], [-3.095213, -0.498715, 0.699903], [-2.641964, 1.151192, 4.567270], [-1.424720, 2.393542, 4.321597], [-0.985585, 0.687025, 4.196421], [-4.289734, 2.626531, 1.959250], [-3.434120, 2.584999, 0.426098], [-2.949800, 3.727626, 1.684455], [-0.994087, 3.739607, 2.521463], [0.178894, 5.839859, 2.043798], [1.793044, 5.944271, 0.168252], [2.273355, 4.006967, -1.182667], [3.220107, 2.869097, -2.027736], [4.977648, 1.832321, -3.278434], [5.106311, -0.621972, -3.541281], [3.380662, -2.050473, -2.473433], [1.583317, -1.059556, -1.203308]],
  "atomic_forces_ev_per_a": [[-0.2, 0.4, 0.1], [0.0, 0.0, -0.1], [0.0, 0.0, -0.1], [0.0, 0.0, 0.0], [0.0, 0.0, 0.0], [0.0, 0.0, 0.0], [0.0, 0.0, 0.1], [-0.1, 0.0, 0.0], [0.0, 0.0, 0.1], [0.0, 0.0, 0.0], [0.0, 0.0, 0.0], [0.0, 0.0, 0.0], [0.0, 0.0, 0.0], [0.2, 0.1, -0.1], [0.0, 0.0, 0.0], [0.0, 0.0, 0.0], [0.0, 0.0, 0.0], [0.0, 0.0, 0.0], [0.0, 0.0, 0.0], [0.0, 0.0, 0.0], [0.0, 0.0, 0.0], [0.0, 0.0, 0.0], [0.0, 0.0, 0.0], [0.1, 0.0, 0.0], [0.0, 0.0, 0.0], [0.0, 0.0, 0.0], [0.0, 0.1, 0.0], [0.2, -0.5, 0.0], [0.0, 0.1, 0.0], [0.1, 0.0, 0.1], [0.0, 0.0, 0.0], [0.0, 0.0, 0.0], [-0.1, -0.1, 0.0], [0.1, 0.0, 0.1], [-0.2, 0.0, -0.3], [0.1, 0.0, 0.2], [0.0, 0.0, -0.1], [0.0, 0.0, 0.0], [0.0, 0.0, 0.0], [0.0, 0.0, 0.0], [0.0, 0.0, 0.0], [0.0, 0.0, 0.0], [0.0, 0.0, 0.0], [0.0, 0.0, 0.0], [0.0, 0.0, 0.0], [0.0, 0.0, 0.0], [0.0, 0.0, 0.0], [0.0, 0.0, 0.0], [0.0, 0.0, 0.0], [-0.1, -0.1, 0.0], [0.1, 0.0, 0.0], [0.0, 0.0, 0.0], [0.0, 0.0, 0.0], [0.0, 0.0, 0.0], [0.0, 0.0, 0.0], [0.0, 0.0, 0.0], [0.0, 0.0, 0.0], [0.0, 0.0, 0.0], [0.0, 0.0, 0.0]]
}


3.
{
  "formula": "C19H23N8O5",
  "method": "the ωB97M-V functional and the def2-TZVPD basis",
  "total_charge": 1,
  "e_lumo_ev": -3.47,
  "multiplicity": 1,
  "orbital_gap_ev": 7.904,
  "elements": ["N", "C", "C", "C", "C", "C", "N", "C", "N", "N", "N", "N", "C", "O", "H", "H", "H", "H", "H", "H", "H", "H", "H", "H", "H", "H", "H", "C", "C", "C", "C", "C", "C", "N", "O", "O", "H", "H", "H", "H", "H", "C", "C", "C", "C", "C", "C", "N", "O", "O", "H", "H", "H", "H", "H"],
  "positions_angstrom": [[1.618118, 2.587178, 0.426597], [0.666032, 2.153451, -0.671909], [-0.344123, 1.116418, -0.016192], [-1.148153, 0.186078, -1.028462], [-0.445794, -0.087876, -2.421533], [0.706053, -1.131859, -2.176974], [1.122621, -1.537861, -0.891465], [2.128928, -2.487523, -1.220682], [2.707000, -3.087202, -0.174725], [2.338197, -2.626752, -2.592602], [1.424990, -1.789208, -3.185770], [1.264483, -1.652802, -4.568526], [2.129068, -0.772242, -4.958480], [3.001437, -0.049253, -5.177692], [1.101798, 2.408860, 1.302821], [2.345651, 1.856787, 0.412095], [0.067479, 3.029419, -1.061268], [1.341331, 1.709352, -1.470098], [-1.116109, 1.716529, 0.573570], [0.172668, 0.452799, 0.747649], [-2.170022, 0.638412, -1.213651], [-1.313166, -0.823677, -0.528366], [-1.205795, -0.606893, -3.098827], [-0.082853, 0.835624, -2.957638], [3.442762, -3.792592, -0.285695], [2.329685, -2.865536, 0.755777], [3.036524, -3.237058, -3.026600], [5.354516, -3.463246, 5.050910], [5.516079, -2.189594, 4.516464], [4.402788, -1.418704, 4.207240], [3.131790, -1.932628, 4.441923], [2.961717, -3.208189, 4.969134], [4.080210, -3.973813, 5.273042], [1.953653, -1.112274, 4.140384], [2.139663, -0.004719, 3.660628], [0.856001, -1.581626, 4.388741], [6.226169, -4.060517, 5.296702], [6.511439, -1.796437, 4.343993], [4.540572, -0.427711, 3.791652], [1.973726, -3.614790, 5.149567], [3.959434, -4.968124, 5.687296], [-6.560930, 4.622068, -1.927255], [-5.554552, 4.374331, -2.854223], [-4.862855, 3.171010, -2.824253], [-5.190986, 2.220516, -1.863274], [-6.190948, 2.463679, -0.928188], [-6.875976, 3.670774, -0.963289], [-4.481140, 0.939241, -1.843249], [-3.592209, 0.763793, -2.668610], [-4.814680, 0.116337, -1.009710], [-7.103286, 5.561066, -1.956892], [-5.311745, 5.119666, -3.602809], [-4.080951, 2.988867, -3.551377], [-6.447054, 1.728593, -0.174701], [-7.659258, 3.869858, -0.241198]],
  "atomic_forces_ev_per_a": [[-0.7, -0.8, -0.6], [0.1, -0.5, 1.2], [-0.5, -0.3, -0.3], [-0.2, 0.2, 0.4], [-0.2, -1.4, 0.2], [0.7, -0.4, 1.0], [1.2, -1.2, -5.4], [-1.9, 1.9, 0.5], [0.7, -0.7, -0.7], [0.3, -0.4, 3.2], [-1.8, 1.7, 2.0], [1.4, 1.3, -1.0], [0.5, -0.6, 1.3], [-1.5, -0.8, -0.4], [0.6, 0.4, -0.4], [-0.3, 0.6, 0.3], [0.9, -0.9, 0.2], [-1.1, 0.5, 0.7], [1.0, -0.7, -0.7], [-0.3, 0.9, -1.1], [1.6, -0.7, 0.0], [0.1, 1.3, -0.7], [1.0, 0.7, 0.7], [-0.2, -1.0, 0.6], [-0.6, 0.6, 0.3], [0.4, -0.2, -0.8], [-0.7, 0.5, -0.3], [0.0, 0.0, 0.0], [-0.1, -0.1, 0.0], [0.1, 0.2, -0.1], [0.6, -0.4, 0.1], [-0.2, -0.1, 0.0], [0.1, 0.2, -0.1], [-0.4, 0.3, 0.0], [0.0, -0.4, 0.1], [0.4, 0.1, -0.2], [-0.1, 0.1, 0.0], [-0.1, 0.0, 0.0], [-0.2, -0.1, 0.1], [0.0, 0.2, -0.1], [0.0, 0.1, 0.0], [0.0, 0.0, 0.0], [-0.1, -0.1, 0.1], [0.1, 0.0, -0.1], [-0.3, 0.6, 0.0], [-0.1, -0.1, 0.2], [0.1, 0.0, -0.2], [-0.2, -0.2, 0.0], [-0.5, 0.1, 0.0], [0.3, 0.2, -0.3], [0.1, -0.1, 0.0], [0.0, -0.1, 0.1], [-0.1, -0.2, 0.1], [0.1, 0.0, -0.2], [0.1, -0.1, 0.0]]
}


4.
{
  "formula": "C4H8O2",
  "method": "the ωB97M-V functional and the def2-TZVPD basis",
  "smiles": "OC[C@H]1CCO1",
  "e_lumo_ev": 1.06,
  "multiplicity": 1,
  "orbital_gap_ev": 11.161,
  "elements": ["O", "C", "C", "C", "C", "O", "H", "H", "H", "H", "H", "H", "H", "H"],
  "positions_angstrom": [[-1.829339, 0.630675, -0.511881], [-1.514586, -0.620665, 0.049938], [-0.049632, -0.590201, 0.442267], [0.965141, -0.273374, -0.666286], [1.336131, 0.926255, 0.203731], [0.224716, 0.667242, 1.092688], [-1.320234, 1.234136, 0.049976], [-2.140501, -0.831864, 0.933087], [-1.689988, -1.420789, -0.679303], [0.204685, -1.464273, 1.055186], [1.755135, -1.003597, -0.839210], [0.475428, 0.007645, -1.600509], [1.303861, 1.912554, -0.280528], [2.279182, 0.826252, 0.750847]],
  "atomic_forces_ev_per_a": [[-0.3, -0.1, -0.1], [0.1, -0.2, 0.1], [-0.1, -0.5, -0.2], [0.0, -0.1, -0.2], [0.3, 0.1, 0.0], [0.2, 0.2, 0.3], [-0.2, 0.3, -0.1], [0.1, 0.1, -0.1], [0.0, 0.2, 0.0], [0.1, 0.2, 0.1], [-0.1, 0.0, 0.0], [0.1, -0.1, 0.1], [-0.2, -0.2, 0.3], [-0.1, 0.0, -0.1]]
}


Q: Which max |F| values were calculated for the entries above? A: 3.49 0.51 5.69 0.58, in eV Å⁻¹.
Q: Which total energy values were calculated for the entries above? A: -2518.27857 -1990.00266 -1551.53912 -307.64144, in Eh.